(1)
Density functional theory data (the ωB97M-V functional and the def2-TZVPD basis) for C16H31CdNP2Se as an isolated structure in a non-equilibrium geometry.

For the HOMO-LUMO gap (spin up / spin down), the calculation gives 5.33 / 4.60 eV. As for the LUMO energy (spin up / spin down): -0.0193 / -0.0214 Eh. For the total energy, the calculation gives -3934.544146 a.u. Its spin multiplicity is 1.

Geometry (Å):
P -0.397 1.461 -1.819
P 2.353 -0.531 -0.039
C 1.411 1.553 -1.824
C 2.168 0.214 -1.659
H 1.731 2.329 -1.106
H 1.646 1.939 -2.834
H 1.774 -0.551 -2.350
H 3.206 0.413 -1.966
C 4.032 -0.116 0.508
H 4.256 -0.622 1.461
H 4.151 0.977 0.596
H 4.726 -0.487 -0.257
C 2.199 -2.312 -0.195
H 3.187 -2.685 -0.499
H 1.464 -2.591 -0.966
H 1.930 -2.795 0.755
C -0.948 3.176 -1.914
H -1.988 3.268 -1.577
H -0.863 3.523 -2.951
H -0.318 3.796 -1.262
C -0.886 0.712 -3.390
H -0.217 -0.118 -3.660
H -0.810 1.482 -4.173
H -1.921 0.345 -3.375
Cd -1.768 -3.805 -0.273
C 1.433 0.421 1.250
C 0.899 1.775 1.267
C -0.087 2.022 2.343
C -1.633 1.718 2.020
C -1.947 1.697 0.613
C -1.333 0.856 -0.381
C -0.690 -0.503 0.135
C 0.170 -0.528 1.379
C -3.488 -2.589 0.168
H 2.046 0.270 2.170
H 1.471 2.623 0.876
H -0.064 3.089 2.583
H 0.185 1.431 3.237
H -1.940 0.796 2.547
H -2.215 2.537 2.476
H -2.799 2.285 0.254
H -2.207 0.488 -0.990
H -0.191 -0.968 -0.741
H -1.537 -1.164 0.339
H -0.439 -0.247 2.242
H 0.490 -1.570 1.569
H -4.267 -3.169 0.672
H -3.831 -2.169 -0.788
H -3.205 -1.785 0.852
Se -1.984 -5.714 4.365
C -1.609 -5.254 2.710
N -1.345 -4.925 1.599


(2)
Density functional theory data (the ωB97M-V functional and the def2-TZVPD basis) for C23H17IrN4SSe2 as an isolated structure.

For the HOMO-LUMO gap (spin up / spin down), the calculation gives 6.55 / 4.29 eV. As for the LUMO energy (spin up / spin down): -0.1093 / -0.1921 Eh. For the total energy, the calculation gives -6410.785496 a.u. As for the net charge: +1. Its spin multiplicity is 2.

Geometry (Å):
Ir 0.224 0.042 1.065
Se 1.571 1.450 2.737
Se 2.177 -1.319 1.710
C 2.649 -0.651 -0.020
C 3.810 -0.781 -0.752
C 3.855 -0.176 -2.003
C 2.759 0.533 -2.470
C 1.631 0.631 -1.673
N 1.594 0.050 -0.477
C 0.054 0.819 3.707
C -0.269 1.032 5.033
C -1.453 0.486 5.508
C -2.260 -0.256 4.658
C -1.866 -0.438 3.345
N -0.733 0.095 2.890
H 4.649 -1.335 -0.355
H 4.749 -0.258 -2.607
H 2.772 1.009 -3.440
H 0.746 1.177 -1.972
H 0.389 1.610 5.665
H -1.741 0.636 6.540
H -3.184 -0.694 5.005
H -2.445 -1.015 2.636
C -1.163 5.649 0.251
C -2.358 4.948 0.269
C -2.369 3.561 0.310
C -1.168 2.847 0.296
C 0.036 3.558 0.281
C 0.033 4.941 0.269
N -1.129 1.455 0.309
N -2.169 0.768 -0.231
C -3.344 -0.767 -1.067
C -3.881 -1.931 -1.463
C -3.267 -3.192 -1.162
C -2.094 -3.472 -0.521
C -1.077 -2.648 0.078
C -1.059 -1.289 0.199
H -1.160 6.730 0.232
H -3.299 5.482 0.277
H -3.318 3.048 0.403
H 0.972 3.015 0.266
H 0.976 5.472 0.259
H -4.802 -1.941 -2.031
H -3.817 -4.055 -1.516
H -1.874 -4.532 -0.459
H -0.229 -3.196 0.473
S -3.641 0.977 -1.175
C -2.140 -0.541 -0.320


(3)
Density functional theory data (the ωB97M-V functional and the def2-TZVPD basis) for an isolated ion of composition C4H6NO and charge +1 in a non-equilibrium geometry.

For the HOMO-LUMO gap, the calculation gives 9.57 eV. As for the LUMO energy: -0.2071 Eh. As for the SMILES: C[N+]1=CC(=O)C1. For the total energy, the calculation gives -285.627662 a.u. As for the net charge: +1. Its spin multiplicity is 1.

Geometry (Å):
C 0.173 1.047 0.606
C 0.929 -0.407 -0.772
C 1.533 1.128 -0.018
C -1.288 -1.028 -0.056
N -0.130 -0.246 -0.064
O 2.530 1.698 -0.328
H 0.170 1.077 1.633
H -0.683 1.771 0.240
H 1.396 -1.164 -1.339
H -2.072 -0.785 -0.708
H -0.905 -2.043 -0.248
H -1.652 -1.051 1.054